C5H8O | wB97M-V/def2-TZVPD

Results
Energy relative to the best compared isomer or geometry (same formula, charge and spin), kcal per mole: 73.5
SMILES string: C1CC2(C1)CO2

```
14
Properties=species:S:1:pos:R:3:forces:R:3
C -1.314 -0.292 -0.454 -0.623 -0.076 0.000
C -0.867 -0.023 0.996 -0.128 -0.058 0.181
C 0.508 0.193 0.435 -0.548 0.227 -1.103
C -0.127 0.490 -1.015 -0.193 0.281 0.460
C 1.828 -0.393 0.340 -0.233 -0.120 -0.031
O 1.595 0.884 0.971 0.014 0.390 -0.596
H -2.304 0.032 -0.750 -0.241 -0.076 0.020
H -1.174 -1.356 -0.683 -0.194 0.211 -0.001
H -1.227 0.952 1.343 -0.102 -0.172 0.008
H -1.059 -0.786 1.750 0.166 0.064 -0.008
H -0.265 1.564 -1.142 -0.436 0.029 0.186
H 0.210 0.116 -2.014 0.530 0.050 1.119
H 2.359 -1.110 0.970 -0.455 0.022 -0.468
H 1.839 -0.272 -0.747 2.441 -0.772 0.233
```
Forces are in eV/Å.

---

C5H8O | wB97M-V/def2-TZVPD

Results
Energy relative to the best compared isomer or geometry (same formula, charge and spin), kcal per mole: 161.6

```
14
Properties=species:S:1:pos:R:3:forces:R:3
C -2.648 0.254 -0.268 -3.513 -0.204 0.345
C -3.154 0.598 0.883 -0.225 1.387 1.691
C -0.301 0.481 -0.761 2.264 -0.119 1.143
C 0.879 0.130 -0.277 -2.168 -2.881 1.491
C 2.281 0.620 -0.293 0.063 -0.920 0.826
O 3.061 -0.084 0.686 -0.428 0.796 0.332
H -4.302 0.696 1.013 2.040 -0.470 -0.564
H -2.561 1.007 1.762 -0.695 -0.695 -1.176
H -1.359 0.085 -0.580 1.906 -0.642 -0.684
H -0.240 1.297 -1.350 -0.921 2.968 -2.228
H 0.689 -0.782 0.316 1.087 0.248 0.286
H 2.309 1.642 -0.006 0.049 1.011 0.157
H 2.752 0.511 -1.236 0.315 0.026 -1.206
H 3.538 -0.796 0.282 0.226 -0.505 -0.412
```
Forces are in eV/Å.

---

no.,HOMO-LUMO gap (Eh),HOMO level (eV)
1,0.3943,-9.64
2,0.3361,-9.45